17
Properties=species:S:1:pos:R:3 method="wB97M-V/def2-TZVPD" e_tot_ha=-325.5558 gap_ev=12.718 e_lumo_ev=-2.890 de_lowest_kcal_mol=6.3 charge=+1
C 1.188 0.475 -1.148
N 0.390 -0.675 -0.618
H 0.639 0.953 -1.957
H 1.349 1.185 -0.345
H 2.148 0.140 -1.492
H -0.497 -0.249 -0.211
H 0.977 -1.248 0.015
H 0.096 -1.281 -1.393
H -2.215 1.106 0.531
H -2.671 -0.227 -0.105
O -1.963 0.427 -0.128
H 2.896 -2.635 0.993
H 2.247 -3.364 -0.198
O 2.373 -2.495 0.198
H -2.410 2.532 2.728
H -2.407 3.060 1.299
O -2.140 2.297 1.832